Computed, not measured: 11 unconnected molecules or ions with the total composition C64H129N11O6 in a non-equilibrium geometry, with wB97M-V/def2-TZVPD.

Calculated values
HOMO-LUMO gap: 8.537 eV
total charge: 0
HOMO: -8.223 eV

XYZ file:
```
210
C64H129N11O6 wB97M-V/def2-TZVPD
C 1.07577 1.36256 -2.51403
C 0.74326 2.81116 -2.91579
C -0.53416 2.77953 -3.66032
C 0.65223 3.57553 -1.53838
C 0.65715 5.13196 -1.64882
C 1.82870 5.45397 -2.56767
C 1.82325 4.82213 -3.94597
C 0.80093 5.33055 -4.91105
C 3.19489 5.16072 -4.58185
N 1.87233 3.35001 -3.66382
O 1.83195 2.74865 -5.03055
H 2.09951 1.22173 -2.22258
H 0.32346 1.18378 -1.71759
H 0.79735 0.65182 -3.36237
H -0.32243 2.43338 -4.67566
H -1.26087 2.07347 -3.23229
H -0.92872 3.80800 -3.76418
H -0.23717 3.12450 -1.01234
H 1.54874 3.31107 -1.03724
H -0.28280 5.45381 -2.03886
H 0.80069 5.60892 -0.67101
H 2.73955 5.12673 -1.98436
H 1.94651 6.50706 -2.67982
H 1.04443 5.00008 -5.90729
H 0.72437 6.45099 -4.92399
H -0.20808 5.00257 -4.65270
H 3.27455 4.80339 -5.61083
H 4.01320 4.64563 -4.13027
H 3.39405 6.24727 -4.41942
H 2.65151 2.24099 -5.10462
C 0.35226 -0.60550 4.52177
C -0.43624 -0.43242 3.26215
C -1.22889 0.83267 3.40362
C 0.55645 -0.41382 2.11979
C -0.17343 -0.62025 0.80570
C -0.89489 -1.97639 0.89645
C -1.97607 -2.05193 1.98026
C -3.12230 -1.04783 1.70083
C -2.58677 -3.45161 2.04129
N -1.26737 -1.73714 3.21437
O -2.29479 -1.67604 4.20778
H 0.84049 -1.56313 4.55376
H 1.11111 0.19833 4.51922
H -0.26159 -0.57549 5.45230
H -0.63381 1.61902 3.87328
H -1.52175 1.25627 2.45428
H -2.07820 0.53592 4.07123
H 1.11670 0.54887 2.25115
H 1.20953 -1.29446 2.32483
H -0.93210 0.15665 0.63365
H 0.53829 -0.57908 -0.05168
H -0.17771 -2.77579 1.04012
H -1.43893 -2.17167 -0.00194
H -3.66882 -1.09025 2.61506
H -3.77810 -1.25146 0.81434
H -2.71995 -0.01360 1.60677
H -1.86395 -4.19145 2.44783
H -2.99996 -3.69847 1.03990
H -3.41239 -3.30617 2.72796
H -2.31299 -2.49906 4.73271
C -1.06831 -4.74050 -4.78093
C -2.25822 -4.17203 -4.08560
C -1.75920 -3.13031 -3.08666
C -3.26692 -3.58857 -5.03040
C -4.69471 -3.39906 -4.47606
C -5.19488 -4.66498 -3.84325
C -4.20748 -5.10593 -2.76135
C -4.24621 -4.09113 -1.64397
C -4.62444 -6.45380 -2.26469
N -2.85541 -5.34170 -3.33609
O -1.90933 -5.64205 -2.25796
H -0.20474 -4.90991 -4.19855
H -1.51898 -5.58188 -5.37489
H -0.77612 -4.05225 -5.56497
H -2.58206 -2.58547 -2.65807
H -1.26128 -3.59350 -2.26550
H -0.99529 -2.51661 -3.61669
H -2.87874 -2.68764 -5.38905
H -3.42007 -4.31243 -5.85557
H -4.77832 -2.71395 -3.65173
H -5.33408 -3.14955 -5.28438
H -5.51876 -5.47641 -4.43099
H -6.16432 -4.52290 -3.30334
H -5.19446 -4.20294 -1.05885
H -4.30131 -3.07243 -2.03228
H -3.34137 -4.23246 -1.00170
H -3.97202 -6.77749 -1.44762
H -4.55545 -7.22718 -3.05411
H -5.62141 -6.58300 -1.83038
H -1.37860 -6.41832 -2.58682
C 3.29460 -1.70728 0.22023
C 3.79322 -2.31250 -1.14012
C 5.06970 -3.14469 -0.88059
C 2.62450 -3.06910 -1.77796
C 2.82235 -3.40742 -3.22763
C 3.06847 -2.10894 -3.96934
C 4.22672 -1.28852 -3.44541
C 5.62714 -1.89954 -3.92720
C 4.18212 0.17169 -3.91003
N 4.02278 -1.15478 -1.98760
O 5.08892 -0.36222 -1.48440
H 4.02453 -1.34923 0.84789
H 2.56691 -0.90219 0.04148
H 2.82461 -2.48014 0.81407
H 5.40657 -3.94673 -1.58105
H 5.91832 -2.43976 -0.79380
H 4.84091 -3.58760 0.04702
H 2.63619 -3.92203 -1.10496
H 1.70663 -2.51070 -1.79893
H 3.71873 -4.04636 -3.40922
H 1.97136 -3.96475 -3.66117
H 2.15878 -1.50116 -3.91369
H 3.29174 -2.34547 -5.02360
H 6.23646 -1.11430 -3.57512
H 5.62608 -1.82380 -5.00436
H 5.92631 -2.85186 -3.49902
H 3.31778 0.58996 -3.46214
H 4.18213 0.12442 -5.01580
H 5.01509 0.81206 -3.47695
H 4.70642 0.45866 -1.21374
C -7.40596 1.62459 -1.12627
C -6.10252 2.35357 -0.91753
C -5.92610 2.65428 0.55234
C -4.86632 1.46591 -1.26291
C -4.65568 1.29263 -2.72063
C -4.41385 2.61918 -3.35434
C -5.69586 3.55580 -3.17733
C -5.20120 4.99965 -3.54505
C -6.80156 3.22056 -4.10111
N -6.06198 3.52578 -1.80366
O -7.22705 4.32410 -1.58360
H -8.18939 2.28954 -0.75795
H -7.58892 1.18710 -2.11743
H -7.39930 0.81370 -0.36202
H -6.76602 3.31767 0.90159
H -6.01700 1.71765 1.05752
H -4.95736 3.04636 0.79273
H -4.03499 2.04003 -0.85116
H -5.01981 0.55262 -0.74167
H -3.88974 0.54030 -2.96472
H -5.55753 0.78547 -3.07637
H -4.01057 2.63711 -4.41568
H -3.61672 3.09992 -2.79344
H -4.32205 5.39626 -2.94361
H -6.03782 5.70430 -3.41676
H -4.93270 5.03515 -4.59743
H -7.48080 4.08228 -4.13005
H -7.32017 2.27261 -3.94957
H -6.25103 3.17075 -5.06002
H -7.93319 3.78399 -1.83136
C 6.94907 2.65476 3.58448
C 5.52519 2.13222 3.24781
C 5.62700 0.66519 2.84335
C 4.64378 2.31034 4.52005
C 3.16692 2.28080 4.28881
C 2.82207 3.33215 3.32706
C 3.55089 3.20353 2.00807
C 2.90643 1.98478 1.18826
C 3.29075 4.41159 1.15996
N 5.02080 3.20499 2.31891
O 5.74636 2.96568 1.05268
H 7.63434 2.33669 2.80187
H 7.03002 3.74547 3.73026
H 7.29119 2.13771 4.52155
H 6.21191 0.57319 1.96565
H 6.13091 0.03987 3.60133
H 4.63616 0.20412 2.67379
H 4.82378 1.55259 5.28470
H 4.98640 3.26946 4.99013
H 2.95667 1.27315 4.05264
H 2.66112 2.39412 5.20049
H 3.13203 4.30257 3.71565
H 1.74346 3.46152 3.15016
H 1.95232 2.43379 0.88523
H 2.73918 1.08855 1.77893
H 3.44363 1.86103 0.26247
H 2.17156 4.53201 1.18750
H 3.58058 4.22020 0.09483
H 3.82750 5.30367 1.48109
H 5.70601 3.86133 0.64596
C 2.31860 -0.92474 7.50353
C 0.89869 -0.96942 7.83640
N -0.20663 -0.94536 8.05422
H 2.72017 -1.83324 7.91520
H 2.88657 -0.03953 7.80685
H 2.52742 -0.96259 6.38953
C 1.00647 -4.60651 3.67003
C 1.25140 -4.79366 2.26933
N 1.46404 -5.09411 1.16262
H -0.03364 -4.84602 3.83447
H 1.09841 -3.56957 3.95676
H 1.61868 -5.20349 4.32217
C -1.37611 2.21743 7.58975
C 0.09539 2.28618 7.56433
N 1.24229 2.25783 7.55918
H -1.69946 1.37993 6.91980
H -1.76375 3.17727 7.30670
H -1.58994 1.92496 8.64065
C 6.00934 -3.59418 4.35377
C 4.63204 -3.15310 4.77741
N 3.56900 -2.79991 5.03160
H 6.69664 -2.72726 4.37273
H 5.90458 -3.88485 3.33197
H 6.34011 -4.35074 5.05720
C -3.43433 -1.59558 7.50571
C -3.96737 -2.56165 6.54267
N -4.46503 -3.30658 5.79419
H -2.39391 -1.40274 7.29512
H -3.61999 -1.82626 8.52640
H -3.97609 -0.61436 7.19594
```